{
  "formula": "CH3PS3",
  "method": "the ωB97M-V functional and the def2-TZVPD basis",
  "species": ["P", "S", "C", "S", "S", "H", "H", "H"],
  "coordinates": [[1.9956, 0.0254, 0.4863], [0.2806, 1.1855, -0.0493], [-0.8385, -0.1767, -0.0010], [-0.4977, -1.7422, -0.0697], [-2.5166, 0.5181, -0.0496], [2.5818, 1.4004, 0.3993], [2.0942, -0.6319, -0.8604], [-3.0994, -0.5785, 0.1444]],
  "forces_ev_per_a": [[-0.1798, 0.8279, -0.9337], [-0.2588, -1.1616, 0.4783], [-1.5364, 1.5605, -0.5156], [0.2594, -0.3663, 0.2831], [2.0590, 1.8922, -0.2251], [0.3752, -1.4548, -0.4725], [0.5455, 1.1133, 1.0956], [-1.2639, -2.4112, 0.2899]],
  "nbo_charge": [0.2140, 0.0490, -0.5139, 0.0483, 0.0848, -0.0183, 0.0155, 0.1204],
  "smiles": "PSC(=S)S",
  "e_above_lowest_kcal_mol": 6.4,
  "e_tot_ha": -1575.772622,
  "homo_lumo_gap_ha": 0.319,
  "max_force_ev_per_a": 2.81,
  "multiplicity": 1
}



{
  "formula": "C27H35N7O2Zr",
  "method": "the ωB97M-V functional and the def2-TZVPD basis",
  "species": ["Zr", "C", "C", "N", "C", "C", "N", "C", "C", "N", "C", "C", "N", "C", "C", "C", "C", "C", "C", "C", "N", "H", "H", "H", "H", "H", "H", "H", "H", "H", "H", "H", "H", "H", "H", "H", "H", "H", "H", "H", "H", "H", "H", "H", "C", "C", "O", "C", "C", "C", "N", "N", "C", "O", "C", "C", "C", "C", "C", "C", "H", "H", "H", "H", "H", "H", "H", "H", "H", "H", "H", "H"],
  "coordinates": [[0.1344, 0.0864, 0.0708], [-4.2421, 1.6343, -0.6667], [-2.9858, 0.9268, -0.2882], [-1.8639, 1.0210, -0.9053], [-1.8097, 1.7528, -2.1788], [-0.6218, 1.2201, -2.9477], [0.5719, 1.3344, -2.0974], [1.1105, 2.7079, -2.0793], [2.4103, 2.7180, -1.3136], [2.1743, 2.1056, -0.0044], [3.3693, 2.1426, 0.8680], [3.6840, -0.2138, 0.5389], [0.5211, -1.6475, 1.3169], [-0.3619, -2.2520, 1.9813], [-0.1489, -3.4822, 2.8073], [-1.7467, -1.6644, 1.9045], [-2.8155, -1.9972, 2.7292], [-4.0038, -1.3044, 2.5925], [-4.1086, -0.3071, 1.6268], [-3.0049, -0.0370, 0.8409], [-1.8499, -0.6957, 0.9928], [-4.0544, 2.5096, -1.2803], [-4.7822, 1.9510, 0.2235], [-4.8959, 0.9528, -1.2186], [-1.7203, 2.8255, -1.9914], [-2.7209, 1.5946, -2.7549], [-0.5006, 1.7506, -3.8957], [-0.7782, 0.1634, -3.1746], [1.2900, 0.7254, -2.4821], [0.3884, 3.3668, -1.5901], [1.2566, 3.0837, -3.0956], [2.7919, 3.7412, -1.2403], [3.1650, 2.1283, -1.8421], [1.4523, 2.6418, 0.4673], [3.2963, 2.9421, 1.6068], [4.2391, 2.3651, 0.2448], [2.2300, -1.5200, 1.2059], [4.3516, -0.0490, -0.3043], [0.8766, -3.8234, 2.6969], [-0.8262, -4.2787, 2.4920], [-0.3426, -3.2899, 3.8657], [-2.7091, -2.7864, 3.4595], [-4.8507, -1.5365, 3.2241], [-5.0330, 0.2339, 1.4935], [0.5552, 0.4901, 4.0920], [1.3272, 0.6839, 2.8272], [0.5301, 0.9965, 1.7625], [2.6567, 0.5542, 2.7508], [3.6317, 0.8214, 1.6203], [5.0533, 0.9072, 2.2151], [2.9948, -1.2767, 0.5105], [3.0558, -2.1745, -0.5447], [2.0144, -2.1011, -1.3169], [1.0927, -1.1526, -1.2084], [1.8728, -3.0649, -2.4235], [2.8678, -4.0152, -2.6529], [2.7303, -4.9171, -3.6928], [1.6016, -4.8808, -4.5026], [0.6074, -3.9407, -4.2728], [0.7423, -3.0319, -3.2362], [0.2359, 1.4562, 4.4881], [-0.3459, -0.0922, 3.8927], [1.1455, -0.0128, 4.8544], [3.1321, 0.2689, 3.6816], [5.1038, 1.7489, 2.9061], [5.2954, -0.0001, 2.7667], [5.8065, 1.0550, 1.4404], [3.7411, -4.0412, -2.0167], [3.5033, -5.6515, -3.8724], [1.4974, -5.5892, -5.3134], [-0.2726, -3.9183, -4.9014], [-0.0364, -2.3037, -3.0520]],
  "forces_ev_per_a": [[-0.1083, 0.4324, 0.1594], [0.0201, 0.0029, -0.0074], [-0.0056, -0.0039, -0.0169], [0.0045, -0.0254, 0.0965], [-0.0156, 0.0070, -0.0066], [0.0145, -0.0106, 0.0083], [-0.0292, 0.0180, -0.0824], [-0.0229, -0.0091, -0.0122], [0.0324, 0.0243, 0.0062], [-0.0301, -0.0519, 0.0172], [-0.0078, -0.0439, 0.0105], [0.1362, 0.1286, 0.2629], [0.0546, -0.0495, -0.0773], [-0.1266, -0.0383, -0.1727], [0.0597, 0.0640, 0.1377], [0.0606, -0.0282, 0.1393], [-0.0275, -0.0476, -0.0714], [-0.0156, 0.0170, -0.0026], [0.0446, 0.0133, -0.0428], [-0.0229, -0.0228, 0.0225], [0.0103, -0.0736, 0.0631], [-0.0081, 0.0002, -0.0007], [0.0022, -0.0008, 0.0064], [-0.0036, 0.0026, -0.0028], [0.0181, -0.0033, -0.0024], [0.0082, 0.0026, -0.0032], [-0.0204, 0.0114, 0.0057], [-0.0002, 0.0051, 0.0014], [-0.0060, -0.0147, 0.0145], [0.0031, -0.0001, 0.0049], [0.0087, 0.0016, 0.0058], [0.0001, -0.0048, 0.0002], [-0.0088, -0.0080, 0.0013], [0.0116, 0.0152, -0.0013], [-0.0045, 0.0071, -0.0084], [0.0024, -0.0259, -0.0015], [0.0166, 0.0387, 0.0585], [0.0207, -0.0232, 0.0000], [-0.0029, -0.0066, 0.0027], [0.0038, -0.0005, -0.0158], [-0.0041, 0.0107, -0.0028], [-0.0094, -0.0019, -0.0006], [0.0017, -0.0046, 0.0024], [-0.0112, -0.0094, 0.0154], [-0.0083, 0.0161, 0.0687], [-0.0144, 0.0096, -0.1676], [0.0124, 0.0995, -0.0083], [-0.0298, -0.0766, 0.1886], [0.0158, 0.0531, -0.1159], [-0.0156, 0.0305, 0.0183], [-0.0923, -0.0848, -0.2210], [-0.2122, -0.0966, -0.1087], [0.0249, 0.1142, 0.0427], [0.2584, -0.3811, -0.1834], [0.0203, 0.0547, 0.0394], [0.0038, -0.0245, -0.0131], [-0.0127, 0.0191, 0.0121], [0.0175, -0.0095, 0.0073], [-0.0119, 0.0057, -0.0034], [-0.0139, -0.0063, -0.0268], [-0.0214, 0.0044, -0.0360], [0.0138, -0.0293, 0.0075], [0.0237, 0.0205, -0.0073], [-0.0045, -0.0070, -0.0043], [-0.0025, -0.0008, -0.0012], [0.0021, -0.0071, -0.0077], [-0.0008, -0.0012, -0.0062], [-0.0018, 0.0076, 0.0080], [-0.0010, -0.0032, -0.0026], [-0.0025, -0.0001, -0.0010], [0.0010, -0.0012, -0.0005], [0.0089, 0.0006, 0.0113]],
  "lowdin_charge": [1.8743, 0.0160, -0.2302, -0.0084, -0.1752, -0.1801, -0.1558, -0.1781, -0.1914, -0.0932, -0.1293, 0.0212, -0.0339, -0.3736, -0.0120, -0.1881, 0.0409, 0.0188, 0.0385, -0.1902, 0.0380, 0.0895, 0.0983, 0.1265, 0.1309, 0.1321, 0.1371, 0.1222, 0.1169, 0.1245, 0.1384, 0.1383, 0.1317, 0.1078, 0.1505, 0.1304, 0.1116, 0.1712, 0.0887, 0.0982, 0.0931, 0.1295, 0.1337, 0.1241, -0.0002, -0.4063, -0.3210, 0.0008, -0.4348, -0.0121, 0.0492, 0.1451, -0.3656, -0.2795, -0.1582, -0.0134, -0.0489, -0.0510, -0.0610, -0.0307, 0.1007, 0.0719, 0.0957, 0.1251, 0.1068, 0.1029, 0.0972, 0.1150, 0.1160, 0.1163, 0.1111, 0.0954],
  "e_tot_ha": -1630.326017,
  "homo_lumo_gap_ha": 0.262,
  "max_force_ev_per_a": 0.50,
  "charge": 2,
  "multiplicity": 1
}



What is the formula in the first record?
CH3PS3